Entry 1:
Density functional theory data (ωB97M-V with the def2-TZVPD basis set) for C4H6ClP as an isolated structure in a non-equilibrium geometry.

XYZ file:
```
12
C4H6ClP, DFT ωB97M-V with the def2-TZVPD basis set
C 1.93 -1.02 -0.04
C 0.87 -0.33 -0.63
C -0.96 1.52 0.31
C -0.46 -0.40 0.01
P -1.94 0.36 -0.69
Cl -3.25 -0.49 0.49
H 2.91 -0.98 -0.48
H 1.83 -1.86 0.63
H 0.95 0.34 -1.44
H -1.22 1.94 1.31
H -0.11 1.94 -0.24
H -0.56 -1.03 0.78
```

Computed properties:
Lowest unoccupied orbital energy = 0.6 eV
Electronic energy = -957.45774 Eh
HOMO-LUMO gap = 0.31265 hartree

=====

Entry 2:
Density functional theory data (ωB97M-V with the def2-TZVPD basis set) for a 2-piece molecular cluster, C4H11N3O overall in a non-equilibrium geometry.

XYZ file:
```
19
C4H11N3O, DFT ωB97M-V with the def2-TZVPD basis set
H -1.10 1.83 -0.96
N -1.23 1.86 0.05
C -0.87 0.82 0.70
N -0.55 -0.54 0.04
C -1.11 -1.69 0.77
N -0.89 -0.57 -1.33
H -1.11 0.67 1.75
H -0.87 -2.64 0.28
H -0.80 -1.65 1.80
H -2.21 -1.66 0.73
H -1.83 -0.24 -1.51
H -0.42 -1.33 -1.82
C 2.05 1.07 -0.58
C 1.50 0.08 0.42
O 2.17 -0.77 0.97
H 1.22 1.61 -1.04
H 2.71 1.76 -0.07
H 2.60 0.57 -1.38
H 0.74 0.83 1.19
```

Computed properties:
Lowest unoccupied orbital energy = 0.8 eV
Structure (SMILES) = [H]/N=C\N(C)N.CC=O
Electronic energy = -398.36164 Eh
HOMO-LUMO gap = 0.33990 hartree

=====

Entry 3:
Density functional theory data (ωB97M-V with the def2-TZVPD basis set) for C19H20N6 in the gas phase in a non-equilibrium geometry.

XYZ file:
```
45
C19H20N6, DFT ωB97M-V with the def2-TZVPD basis set
C 0.50 -0.76 -4.28
C 0.45 -0.60 -2.76
N 0.32 0.65 -2.15
C 0.46 0.45 -0.81
C 0.18 1.60 0.14
C -0.49 2.68 -0.48
N -0.82 3.75 0.32
C -1.39 4.97 0.10
C -1.99 5.43 -1.17
N -1.41 5.66 1.24
N -0.83 4.93 2.28
C -0.55 3.74 1.70
C 0.07 2.61 2.35
C 0.35 2.52 3.76
N 0.37 1.66 1.53
N 0.89 -0.84 -0.57
C 1.27 -1.43 0.73
C 0.58 -2.63 1.09
C -0.77 -2.87 0.64
C -1.41 -4.09 0.76
C -0.82 -5.12 1.48
C 0.49 -4.85 2.02
C 1.23 -3.67 1.73
C 0.92 -1.49 -1.83
C 1.24 -2.94 -2.22
H 0.53 0.30 -4.77
H -0.23 -1.33 -4.75
H 1.51 -1.24 -4.57
H -0.90 2.50 -1.50
H -1.88 6.52 -1.25
H -3.03 5.17 -1.35
H -1.43 4.93 -1.97
H 0.95 3.31 4.06
H 0.88 1.60 3.95
H -0.50 2.40 4.44
H 1.15 -0.70 1.56
H 2.31 -1.58 0.49
H -1.25 -2.07 0.08
H -2.42 -4.18 0.39
H -1.42 -5.93 1.65
H 0.96 -5.65 2.62
H 2.21 -3.68 2.11
H 0.37 -3.36 -2.78
H 1.14 -3.54 -1.29
H 2.21 -2.83 -2.70
```

Computed properties:
Lowest unoccupied orbital energy = 0.2 eV
Structure (SMILES) = Cc1nc(-c2cn3c(C)nnc3c(C)n2)n(Cc2ccccc2)c1C
Electronic energy = -1064.48085 Eh
HOMO-LUMO gap = 0.29441 hartree

=====

Entry 4:
Density functional theory data (ωB97M-V with the def2-TZVPD basis set) for CHAgLiO2 as an isolated structure in a non-equilibrium geometry.

XYZ file:
```
6
CHAgLiO2, DFT ωB97M-V with the def2-TZVPD basis set
H -0.53 -1.08 -0.65
O 0.11 -0.61 0.30
C -1.00 -0.06 -0.14
O -1.11 1.05 -0.54
Li 1.98 -0.94 0.04
Ag 0.56 1.64 0.99
```

Computed properties:
Total charge = +2
Lowest unoccupied orbital energy (alpha / beta) = -10.8 / -13.2 eV
Electronic energy = -342.83032 Eh
HOMO-LUMO gap (alpha / beta) = 0.37901 / 0.33357 hartree
2S+1 = 2

=====

Entry 5:
Density functional theory data (ωB97M-V with the def2-TZVPD basis set) for C25H32N2O4S in the gas phase.

XYZ file:
```
64
C25H32N2O4S, DFT ωB97M-V with the def2-TZVPD basis set
C -5.57 -2.25 0.01
O -4.47 -1.47 0.40
C -3.26 -2.07 0.54
C -3.02 -3.43 0.37
C -1.74 -3.93 0.56
C -0.69 -3.09 0.89
C -0.92 -1.73 1.03
C 0.18 -0.76 1.42
C 1.61 -1.35 1.36
O 2.31 -1.38 2.36
N 1.97 -1.77 0.15
C 3.31 -2.20 -0.18
C 4.08 -1.07 -0.90
C 4.16 -1.48 -2.38
C 3.16 -2.62 -2.53
C 3.25 -3.35 -1.19
N 0.10 0.48 0.62
C 0.42 1.70 1.33
C 1.94 1.90 1.46
C 2.29 3.24 2.14
C 2.74 4.11 0.97
C 3.35 3.07 0.04
O 2.52 1.93 0.16
C -0.03 0.40 -0.72
O -0.07 -0.67 -1.31
C -0.18 1.70 -1.50
C -1.42 2.45 -1.16
C -1.55 3.77 -0.85
C -2.89 4.15 -0.59
C -3.75 3.11 -0.70
S -2.95 1.65 -1.13
C -2.20 -1.24 0.88
H -5.80 -3.02 0.75
H -5.40 -2.72 -0.97
H -6.41 -1.56 -0.06
H -3.82 -4.11 0.11
H -1.57 -4.99 0.45
H 0.29 -3.50 1.04
H 0.02 -0.47 2.46
H 1.31 -1.66 -0.61
H 3.79 -2.48 0.76
H 5.07 -0.94 -0.47
H 3.54 -0.13 -0.78
H 3.94 -0.65 -3.05
H 5.16 -1.84 -2.61
H 3.39 -3.27 -3.37
H 2.15 -2.23 -2.67
H 2.41 -4.01 -1.00
H 4.17 -3.93 -1.14
H -0.02 2.55 0.81
H -0.02 1.64 2.33
H 2.37 1.05 2.01
H 3.11 3.10 2.84
H 1.44 3.65 2.67
H 1.88 4.58 0.49
H 3.45 4.88 1.26
H 4.37 2.82 0.36
H 3.36 3.36 -1.01
H -0.21 1.40 -2.55
H 0.71 2.32 -1.35
H -0.72 4.46 -0.82
H -3.18 5.15 -0.33
H -4.81 3.11 -0.56
H -2.41 -0.19 1.01
```

Computed properties:
Lowest unoccupied orbital energy = 0.7 eV
Structure (SMILES) = COc1cccc([C@@H](C(=O)NC2CCCC2)N(C[C@@H]2CCCO2)C(=O)Cc2cccs2)c1
Electronic energy = -1780.52425 Eh
HOMO-LUMO gap = 0.33167 hartree

=====

Entry 6:
Density functional theory data (ωB97M-V with the def2-TZVPD basis set) for a 2-piece molecular cluster, C3H6N2O overall.

XYZ file:
```
12
C3H6N2O, DFT ωB97M-V with the def2-TZVPD basis set
N -0.53 0.75 -1.60
C -0.36 -0.21 -2.34
N -0.33 -1.22 -3.04
H 0.21 0.92 -0.91
H 0.11 -1.13 -3.95
C -0.50 0.03 1.77
C 0.97 0.23 1.56
O 1.49 0.60 0.53
H -1.06 0.20 0.84
H -0.85 0.73 2.54
H -0.69 -0.98 2.15
H 1.61 0.02 2.44
```

Computed properties:
Lowest unoccupied orbital energy = 0.9 eV
Structure (SMILES) = N=C=N.CC=O
Electronic energy = -302.63200 Eh
HOMO-LUMO gap = 0.40261 hartree

=====

Entry 7:
Density functional theory data (ωB97M-V with the def2-TZVPD basis set) for C29H38CeN2O2P3 as an isolated structure in a non-equilibrium geometry.

XYZ file:
```
75
C29H38CeN2O2P3, DFT ωB97M-V with the def2-TZVPD basis set
Ce 0.19 -0.06 -0.96
P -2.50 0.28 -1.90
C -2.04 0.70 -3.56
C -0.74 1.14 -3.98
N 0.40 0.89 -3.23
C 1.62 1.22 -3.71
C 1.79 1.98 -4.87
C 0.65 2.26 -5.63
C -0.59 1.82 -5.20
C 2.88 0.84 -2.92
P 2.80 -0.67 -1.83
H -1.52 2.00 -5.76
H 2.79 2.30 -5.14
H 0.75 2.80 -6.56
H 3.71 0.68 -3.64
H 3.16 1.70 -2.27
H -1.97 -1.05 -4.79
H -2.84 0.82 -4.31
H -0.91 -2.49 -3.53
O -2.00 -2.03 -4.69
H -1.94 -2.37 -5.62
H -0.46 -1.72 -1.02
O -0.30 -2.75 -2.78
H 0.37 -3.37 -3.15
C 3.39 -1.93 -3.00
H 4.43 -1.70 -3.30
H 3.36 -2.90 -2.50
H 2.74 -1.96 -3.89
C 4.26 -0.47 -0.75
H 4.29 -1.36 -0.09
H 5.18 -0.42 -1.36
H 4.15 0.44 -0.14
C -3.44 1.68 -1.18
H -4.46 1.68 -1.60
H -3.49 1.55 -0.09
H -2.93 2.62 -1.42
C -3.80 -0.99 -2.09
H -4.12 -1.33 -1.09
H -4.66 -0.55 -2.62
H -3.43 -1.86 -2.66
N -0.11 0.71 0.85
P -0.17 0.45 2.44
C -1.66 -0.53 2.80
C -2.09 -0.70 4.13
C -3.14 -1.57 4.42
C -3.73 -2.32 3.40
C -3.29 -2.18 2.07
C -2.29 -1.25 1.76
C 1.23 -0.66 2.84
C 2.22 -0.32 3.78
C 3.34 -1.15 3.93
C 3.48 -2.30 3.14
C 2.48 -2.64 2.22
C 1.35 -1.83 2.08
C -0.12 1.93 3.47
C 1.07 2.69 3.54
C 1.12 3.83 4.34
C -0.02 4.25 5.03
C -1.21 3.53 4.93
C -1.27 2.39 4.12
H -1.61 -0.12 4.92
H -3.50 -1.64 5.44
H -4.55 -3.01 3.64
H -3.75 -2.79 1.28
H -2.01 -1.10 0.71
H 2.12 0.59 4.37
H 4.12 -0.86 4.63
H 4.38 -2.92 3.23
H 2.60 -3.52 1.58
H 0.59 -2.12 1.34
H 1.95 2.40 2.96
H 2.04 4.42 4.39
H 0.01 5.17 5.63
H -2.11 3.87 5.44
H -2.22 1.88 3.98
```

Computed properties:
Total charge = +3
Lowest unoccupied orbital energy (alpha / beta) = -12.8 / -12.8 eV
Electronic energy = -2885.97456 Eh
HOMO-LUMO gap (alpha / beta) = 0.11212 / 0.11209 hartree

=====

Entry 8:
Density functional theory data (ωB97M-V with the def2-TZVPD basis set) for C4H9NO2 in the gas phase in a non-equilibrium geometry.

XYZ file:
```
16
C4H9NO2, DFT ωB97M-V with the def2-TZVPD basis set
C 2.03 -0.25 -1.20
N 0.88 0.08 -0.41
C 1.02 0.77 0.64
O -0.01 1.18 1.35
C -1.40 0.77 0.49
C -1.81 -0.67 0.62
O -1.42 -1.50 -0.42
H 2.14 -1.33 -1.26
H 1.90 0.14 -2.21
H 2.95 0.18 -0.80
H 1.99 1.08 1.02
H -1.97 1.43 1.11
H -1.43 1.09 -0.57
H -1.46 -1.02 1.59
H -2.91 -0.71 0.65
H -0.49 -1.23 -0.59
```

Computed properties:
Lowest unoccupied orbital energy = 1.0 eV
Structure (SMILES) = C/N=C/OCCO
Electronic energy = -362.99017 Eh
HOMO-LUMO gap = 0.39805 hartree

=====

Which of these has the lowest electronic energy? C29H38CeN2O2P3

=====

Which of these has the lowest electronic energy? C29H38CeN2O2P3